Here is a structure of composition C22H29FeN9O2S3Sb from the OMol25 dataset. Energies are from ωB97M-V with the def2-TZVPD basis set.

The value obtained for the relative energy (zero: lowest compared OMol25 entry of this formula, charge and spin) is 0.25 kcal/mol. The LUMO energy (spin up / spin down) is -2.20 / -2.20 eV. The value obtained for the total energy is -114222.5918 eV.

```
! RIJCOSX wB97M-V def2-TZVPD def2/J DEFGRID3
* xyz 1 5
Fe 0.763 -0.344 -1.162
C -1.122 1.067 -3.501
N -1.389 0.266 -2.309
C -2.219 0.918 -1.310
C -1.324 1.795 -0.486
N -0.032 1.613 -0.421
C 0.452 2.594 0.434
C 1.755 2.859 0.845
C 1.942 3.915 1.715
C 0.865 4.695 2.164
C -0.432 4.444 1.759
C -0.613 3.378 0.886
N -1.739 2.841 0.277
C 0.290 0.845 -3.942
N 1.308 0.910 -3.115
C 2.430 0.652 -3.904
C 3.780 0.609 -3.561
C 4.680 0.299 -4.561
C 4.262 0.046 -5.877
C 2.932 0.112 -6.238
C 2.034 0.428 -5.226
N 0.656 0.569 -5.214
H -1.213 2.121 -3.226
H -1.825 0.875 -4.317
H -1.730 -0.663 -2.524
H -2.663 0.151 -0.673
H -3.037 1.507 -1.746
H 2.580 2.258 0.487
H 2.941 4.158 2.052
H 1.055 5.514 2.843
H -1.259 5.050 2.103
H -2.679 3.191 0.346
H 4.098 0.792 -2.545
H 5.736 0.252 -4.330
H 5.002 -0.200 -6.626
H 2.610 -0.072 -7.254
H 0.035 0.424 -5.992
N 1.026 -0.607 1.270
C -0.077 -1.313 1.920
C 0.475 -2.480 2.760
C -0.480 -3.420 3.492
C -1.394 -2.767 4.525
N -2.447 -2.045 3.830
C -3.499 -1.505 4.379
N -4.364 -0.829 3.597
N -3.738 -1.591 5.696
C -1.082 -1.753 0.834
O -2.208 -2.176 1.198
O -0.732 -1.649 -0.361
H 1.763 -1.273 1.040
H 1.445 0.084 1.882
H -0.614 -0.600 2.556
H 1.169 -2.052 3.491
H 1.078 -3.088 2.079
H 0.125 -4.164 4.011
H -1.096 -3.963 2.772
H -0.827 -2.078 5.162
H -1.827 -3.543 5.164
H -2.312 -1.921 2.781
H -4.234 -0.897 2.599
H -5.285 -0.609 3.931
H -3.068 -2.026 6.303
H -4.519 -1.122 6.116
S 1.000 -4.062 -2.114
Sb 3.005 -2.765 -2.677
S 0.649 -2.323 -3.223
S 3.134 -1.331 -0.866
*
```

Atomic partial charges in e from the natural (NBO) method, atoms 1 to 4:
1 Fe 1.321
2 C -0.269
3 N -0.637
4 C -0.261